Formula: C16H14AuBrIN2O2
Source: the Open Molecules 2025 dataset
Level of theory: ωB97M-V/def2-TZVPD

Its HOMO energy is -4.84 eV. The lowest unoccupied orbital energy is 2.44 eV. The calculation puts the gap between HOMO and LUMO at 7.3 eV. The charge is -1.

Each line ends with the Mulliken charge.
Cartesian coordinates (Å):
Au -2.272 -0.608 -2.145  0.189
O -5.666 0.281 -0.776  -0.717
C -4.982 -0.401 0.176  0.573
C -5.584 -1.605 0.646  -0.851
C -4.790 -2.469 1.397  -0.223
C -3.485 -2.122 1.721  -0.842
C -2.907 -0.947 1.274  -0.136
C -3.682 -0.044 0.524  0.261
C -3.153 1.214 -0.144  -0.070
O -3.209 1.119 -1.534  -0.852
N -1.903 1.646 0.301  -0.106
N -0.838 0.862 0.337  -0.056
C 0.307 1.371 0.096  -0.467
C 1.582 0.712 0.324  0.430
Br 1.444 -0.903 1.198  -0.100
C 2.705 1.232 -0.149  -0.614
C 4.061 0.712 -0.235  0.684
C 4.369 -0.629 -0.327  -0.465
C 5.691 -1.008 -0.523  -0.682
C 6.730 -0.111 -0.423  -0.412
C 6.414 1.229 -0.252  -0.416
C 5.126 1.613 -0.172  -0.422
H -4.990 0.823 -1.272  0.428
H -6.515 -1.934 0.270  0.409
H -5.204 -3.409 1.706  0.364
H -2.891 -2.855 2.141  0.421
H -1.883 -0.822 1.499  0.402
H -3.747 2.069 0.168  0.281
H -1.656 2.438 -0.268  0.279
H 0.363 2.408 -0.243  0.203
H 2.522 2.153 -0.664  0.298
H 3.624 -1.405 -0.407  0.404
H 5.921 -2.013 -0.671  0.421
H 7.811 -0.334 -0.393  0.313
H 7.143 2.024 -0.333  0.329
H 4.995 2.694 -0.122  0.288
I -1.451 -2.984 -2.725  -0.547

Formula: C15H25Br21FO3P
Source: the Open Molecules 2025 dataset
Level of theory: ωB97M-V/def2-TZVPD

Its HOMO energy is -8.41 eV. The lowest unoccupied orbital energy is -0.19 eV. The calculation puts the gap between HOMO and LUMO at 8.2 eV. The charge is 0.

Each line ends with the Mulliken charge.
Cartesian coordinates (Å):
C 1.421 -3.409 -2.794  -0.673
C 1.993 -2.068 -3.216  -0.267
C 1.145 -0.921 -2.773  0.408
C 1.442 0.387 -3.518  -1.028
C 1.529 1.591 -2.627  -0.463
P 2.739 1.439 -1.252  0.384
C 4.142 0.750 -2.343  -0.723
O 4.297 1.599 -3.447  -0.205
O 4.868 0.869 -4.517  -0.410
C 1.462 2.208 0.006  -0.251
C 2.196 2.630 1.171  -0.053
O 2.351 3.681 1.503  -0.505
F 2.794 1.630 1.800  -0.228
H 2.133 -4.171 -3.054  0.455
H 0.534 -3.643 -3.346  0.291
H 1.222 -3.535 -1.723  -0.382
H 2.057 -2.099 -4.283  0.304
H 2.979 -2.010 -2.796  0.110
H 0.148 -1.204 -3.043  -0.202
H 1.147 -0.837 -1.697  0.291
H 0.630 0.561 -4.197  0.620
H 2.296 0.260 -4.146  0.248
H 0.558 1.709 -2.191  -0.040
H 1.687 2.488 -3.186  0.558
H 2.820 0.333 -0.373  -0.109
H 3.601 2.525 -0.937  -0.025
H 5.049 0.823 -1.759  0.672
H 4.005 -0.283 -2.604  0.133
H 4.294 1.098 -5.247  0.312
H 1.045 3.109 -0.393  0.496
H 0.674 1.522 0.258  0.346
C -3.386 -3.710 -3.431  -0.363
Br -2.426 -4.396 -4.950  -0.051
Br -3.996 -5.119 -2.274  -0.033
Br -2.350 -2.406 -2.473  0.123
H -4.261 -3.206 -3.808  0.346
C -1.112 1.214 3.432  -0.283
Br -1.886 0.344 1.896  0.006
Br 0.129 2.590 2.908  0.027
Br -2.460 1.871 4.636  -0.024
H -0.549 0.466 3.970  0.286
C -4.102 1.580 -2.771  -0.381
Br -5.443 0.556 -1.857  -0.004
Br -2.470 1.671 -1.758  0.050
Br -3.799 0.927 -4.556  -0.046
H -4.477 2.588 -2.860  0.370
C 1.264 -3.449 1.800  -0.382
Br 1.857 -1.645 2.096  0.111
Br 0.094 -3.641 0.276  -0.079
Br 2.744 -4.674 1.707  -0.040
H 0.683 -3.717 2.668  0.347
C -2.656 0.676 8.821  -0.312
Br -0.861 0.341 8.215  0.035
Br -3.947 -0.298 7.780  -0.014
Br -2.850 0.325 10.702  -0.042
H -2.852 1.725 8.671  0.330
C 3.973 -1.249 6.067  -0.371
Br 5.092 -1.568 4.536  -0.030
Br 2.582 0.019 5.675  0.015
Br 3.258 -2.887 6.780  -0.022
H 4.595 -0.813 6.831  0.377
C -7.973 3.890 -0.409  -0.307
Br -9.318 2.880 0.521  -0.007
Br -6.315 3.940 0.567  -0.003
Br -7.713 3.239 -2.200  -0.036
H -8.330 4.904 -0.485  0.343

Formula: C3H3N3O2
Source: the Open Molecules 2025 dataset
Level of theory: ωB97M-V/def2-TZVPD

Its HOMO energy is -10.17 eV. For the energy relative to the best compared isomer or geometry (same formula, charge and spin), the calculation gives 8.0245 eV. The lowest unoccupied orbital energy is -1.83 eV. The calculation puts the gap between HOMO and LUMO at 8.3 eV. The charge is 0.

Each line ends with the Mulliken charge.
Cartesian coordinates (Å):
C 1.290 -0.745 -1.200  -0.705
C 0.223 -0.355 -0.201  0.519
C -1.355 0.874 1.419  0.650
H 2.435 -0.676 -0.624  0.260
H 0.980 0.093 -2.220  0.279
H 0.998 -1.959 -1.629  0.262
N -0.098 0.979 -0.428  -0.058
N -0.713 1.565 0.486  -0.288
N -0.199 -0.856 0.864  -0.324
O -2.379 1.495 1.819  -0.529
O -1.181 -0.414 1.713  -0.066

Formula: C9H11BrF3N
Source: the Open Molecules 2025 dataset
Level of theory: ωB97M-V/def2-TZVPD

Its HOMO energy is -9.66 eV. For the energy relative to the best compared isomer or geometry (same formula, charge and spin), the calculation gives 0.0000 eV. The lowest unoccupied orbital energy is 0.34 eV. The calculation puts the gap between HOMO and LUMO at 10.0 eV. The SMILES is [H]/N=C1/CC=C[C@](Br)(C(F)(F)F)C1(C)C. The charge is 0.

Each line ends with the Mulliken charge.
Cartesian coordinates (Å):
C 0.143 -0.664 -2.248  -0.178
C -0.720 0.192 -1.765  -0.813
C 1.140 -1.060 -0.055  0.529
C 0.628 -1.737 -1.302  -1.167
C -1.081 0.183 -0.365  0.408
C 0.360 -0.019 0.610  1.291
C 1.193 1.322 0.612  -1.476
C -0.033 -0.270 2.088  -1.711
C -2.004 1.352 -0.008  0.707
N 2.242 -1.547 0.322  -0.750
F -3.101 1.200 -0.819  -0.245
F -2.454 1.372 1.280  -0.248
F -1.550 2.635 -0.250  -0.264
Br -2.170 -1.404 0.009  0.015
H 0.338 -0.676 -3.385  0.335
H -1.018 1.194 -2.257  0.238
H -0.197 -2.410 -1.062  0.276
H 1.437 -2.389 -1.678  0.398
H 0.784 1.946 1.339  0.519
H 1.178 1.852 -0.331  0.351
H 2.305 1.152 0.885  0.272
H -0.449 0.585 2.461  0.539
H 0.989 -0.505 2.476  0.416
H -0.697 -1.176 2.338  0.304
H 2.735 -1.128 1.106  0.256

Formula: C30H23F3N4O2PdSTe
Source: the Open Molecules 2025 dataset
Level of theory: ωB97M-V/def2-TZVPD

Its HOMO energy (spin up / spin down) is -12.64 / -13.75 eV. Its multiplicity is 5. For the energy relative to the best compared isomer or geometry (same formula, charge and spin), the calculation gives 0.0000 eV. The lowest unoccupied orbital energy (spin up / spin down) is -6.36 / -9.00 eV. The calculation puts the gap between HOMO and LUMO (spin up / spin down) at 6.3 / 4.7 eV. As for the expectation value of S²: 6.07. The charge is +2.

Each line ends with the Mulliken charge.
Cartesian coordinates (Å):
Pd -1.046 1.550 0.977  0.204
F -0.728 5.705 4.141  -0.196
C 0.550 5.528 3.776  0.583
F 1.331 6.125 4.676  -0.274
F 0.724 6.139 2.592  -0.207
C 0.877 4.058 3.654  -0.046
C 1.909 3.489 4.379  -0.202
C 2.202 2.141 4.212  -0.885
C 1.462 1.417 3.300  -0.569
N 0.462 1.961 2.603  0.223
C 0.143 3.253 2.781  0.814
S -1.238 3.755 1.839  -0.143
H 2.479 4.099 5.067  0.553
H 2.993 1.668 4.776  0.460
H 1.668 0.369 3.109  0.571
C 4.421 -4.769 -4.690  -0.866
O 3.123 -4.342 -4.269  -0.397
C 2.631 -3.203 -4.722  0.872
C 1.315 -2.895 -4.314  -0.831
C 0.721 -1.734 -4.712  -0.027
C 1.427 -0.827 -5.540  -0.185
C 2.712 -1.165 -5.996  -0.526
C 3.314 -2.327 -5.581  -0.256
N 0.870 0.334 -5.986  -0.407
N -0.105 0.940 -5.572  -0.263
C -0.598 1.166 -4.341  -0.035
C -1.974 1.460 -4.232  -0.452
C -2.596 1.566 -3.019  -0.876
C -1.876 1.433 -1.808  1.112
O -2.444 1.434 -0.676  -0.774
C -0.421 1.337 -1.912  0.351
N 0.281 1.430 -0.760  -0.294
C 1.600 1.414 -0.773  -0.414
C 2.317 1.339 -1.967  -1.178
C 1.631 1.251 -3.155  -0.277
C 0.227 1.213 -3.153  0.627
H 4.603 -5.708 -4.179  0.239
H 5.187 -4.045 -4.407  0.365
H 4.445 -4.932 -5.768  0.380
H 0.788 -3.616 -3.703  0.470
H -0.306 -1.517 -4.444  0.494
H 3.223 -0.485 -6.665  0.503
H 4.305 -2.570 -5.937  0.456
H -2.543 1.547 -5.149  0.502
H -3.660 1.747 -2.955  0.472
H 2.103 1.501 0.182  0.487
H 3.396 1.385 -1.948  0.463
H 2.175 1.248 -4.089  0.715
C -1.886 -0.158 3.952  -0.761
Te -1.374 -0.909 1.995  0.306
C -3.262 -1.936 2.232  -1.036
C -3.394 -2.122 3.720  0.572
C -4.182 -3.133 4.250  -0.783
C -4.313 -3.254 5.626  -0.574
C -3.652 -2.375 6.472  -0.608
C -2.850 -1.373 5.946  -0.753
C -2.720 -1.244 4.571  0.628
H -2.467 0.752 3.785  0.400
H -0.993 0.090 4.522  0.603
H -3.247 -2.873 1.680  0.538
H -4.044 -1.295 1.822  0.427
H -4.695 -3.824 3.593  0.440
H -4.920 -4.048 6.039  0.411
H -3.752 -2.475 7.544  0.416
H -2.326 -0.692 6.605  0.438

Formula: C18H27N5
Source: the Open Molecules 2025 dataset
Level of theory: ωB97M-V/def2-TZVPD

Its HOMO energy is -7.81 eV. For the energy relative to the best compared isomer or geometry (same formula, charge and spin), the calculation gives 2.2383 eV. The lowest unoccupied orbital energy is 0.33 eV. The calculation puts the gap between HOMO and LUMO at 8.1 eV. The SMILES is CCN(CC)CC(C)(C)/C=C(\c1ccccc1)c1nnnn1C. The charge is 0.

Each line ends with the Mulliken charge.
Cartesian coordinates (Å):
N -1.569 0.207 5.558  -0.555
N -0.340 0.216 5.835  -0.518
N -1.730 0.069 4.204  -0.222
C -0.524 -0.089 3.711  0.171
C -0.297 -0.355 2.290  -0.271
C -1.412 -0.573 1.448  -1.963
C 3.741 -0.800 0.613  -0.351
C 3.292 0.494 0.935  -0.877
C 2.948 -1.893 1.001  -0.916
C 1.990 0.641 1.459  0.447
C 1.687 -1.672 1.548  -0.117
C 1.128 -0.389 1.804  0.544
N 0.404 0.009 4.734  0.632
N -0.661 0.757 -2.351  0.796
C 1.781 -0.372 4.740  -0.651
C -0.785 3.056 -3.616  -1.489
C -0.558 -0.526 -4.504  -1.216
C -2.967 0.044 -0.438  -1.948
C -1.305 -1.931 -0.560  -1.556
C -1.439 1.934 -2.727  -0.569
C 0.185 0.031 -3.328  -0.756
C -0.468 0.414 -0.926  -1.977
C -1.518 -0.506 -0.122  2.985
H -2.314 -0.649 1.995  0.669
H 4.751 -0.982 0.225  0.388
H 3.864 1.329 0.653  0.494
H 3.401 -2.879 0.778  0.360
H 1.582 1.735 1.511  0.170
H 1.116 -2.489 1.834  0.672
H 2.159 -0.316 5.707  0.461
H 2.505 0.236 4.132  0.210
H 1.893 -1.358 4.240  0.264
H -1.565 3.701 -4.044  0.392
H -0.114 3.605 -3.027  0.391
H -0.224 2.655 -4.464  0.306
H 0.138 -0.887 -5.259  0.406
H -1.073 -1.438 -4.187  0.255
H -1.287 0.228 -4.860  0.264
H -3.144 1.121 -0.247  0.313
H -3.206 -0.133 -1.440  0.501
H -3.772 -0.485 0.147  0.464
H -2.267 -2.384 -0.756  0.456
H -0.632 -2.432 0.172  0.254
H -0.894 -1.972 -1.580  0.201
H -2.242 1.461 -3.313  0.448
H -1.903 2.425 -1.871  0.346
H 1.018 0.634 -3.622  0.496
H 0.515 -0.804 -2.768  0.434
H 0.575 -0.114 -0.785  0.195
H -0.461 1.428 -0.479  0.567

- Number 4 is which compound?
  C9H11BrF3N